{"formula": "C31H29N7TeY", "method": "ωB97M-V/def2-TZVPD", "symbols": ["Y", "C", "C", "C", "C", "C", "H", "H", "H", "H", "H", "N", "C", "N", "C", "N", "C", "C", "N", "C", "C", "N", "H", "H", "H", "H", "H", "C", "N", "C", "C", "C", "C", "C", "N", "C", "C", "C", "C", "C", "C", "H", "H", "H", "H", "H", "H", "H", "H", "H", "H", "H", "C", "Te", "C", "C", "C", "C", "C", "C", "C", "H", "H", "H", "H", "H", "H", "H", "H"], "xyz": [[0.263, 1.011, 0.639], [-1.709, 1.019, 2.828], [-1.724, 1.947, 1.765], [-0.675, 2.886, 2.000], [-0.027, 2.509, 3.192], [-0.665, 1.361, 3.698], [-2.424, 0.222, 2.974], [-2.567, 2.113, 1.108], [-0.563, 3.835, 1.493], [0.782, 3.047, 3.664], [-0.427, 0.853, 4.621], [-2.179, 3.494, -2.466], [-2.156, 2.371, -1.747], [-0.949, 2.205, -1.245], [-0.261, 3.297, -1.704], [-0.982, 4.103, -2.445], [1.146, 3.547, -1.370], [1.951, 4.353, -2.167], [3.225, 4.567, -1.874], [3.701, 3.981, -0.781], [2.906, 3.177, 0.022], [1.628, 2.959, -0.272], [-2.947, 3.907, -2.971], [-3.000, 1.713, -1.621], [1.549, 4.824, -3.056], [4.742, 4.153, -0.542], [3.298, 2.700, 0.912], [1.985, -0.526, 3.268], [1.780, -0.281, 1.834], [2.529, -0.995, 1.043], [2.562, -0.801, -0.358], [3.426, -1.355, -1.308], [3.204, -0.659, -2.494], [2.216, 0.287, -2.211], [1.808, 0.215, -0.933], [1.232, -1.714, 3.829], [0.045, -2.177, 3.279], [-0.634, -3.242, 3.853], [-0.133, -3.856, 4.990], [1.054, -3.401, 5.548], [1.732, -2.340, 4.968], [1.683, 0.372, 3.803], [3.052, -0.670, 3.460], [3.207, -1.739, 1.465], [4.132, -2.152, -1.136], [3.697, -0.804, -3.440], [1.785, 1.010, -2.892], [-0.359, -1.701, 2.394], [-1.558, -3.594, 3.411], [-0.660, -4.689, 5.437], [1.457, -3.878, 6.431], [2.663, -1.995, 5.402], [-0.714, -1.110, -2.709], [-0.828, -1.646, -0.637], [-2.921, -1.921, -1.066], [-2.979, -2.169, -2.552], [-4.074, -2.798, -3.134], [-4.109, -3.018, -4.502], [-3.045, -2.616, -5.297], [-1.947, -1.997, -4.722], [-1.908, -1.769, -3.351], [0.226, -1.471, -3.118], [-0.736, -0.024, -2.788], [-3.472, -1.028, -0.773], [-3.304, -2.763, -0.494], [-4.899, -3.123, -2.512], [-4.960, -3.518, -4.945], [-3.064, -2.801, -6.363], [-1.108, -1.697, -5.339]], "de_lowest_kcal_mol": 28.6, "gap_ev": 7.496, "total_energy_ev": -51381.846, "multiplicity": 1, "charge": 1, "molar_mass_g_mol": 716.1}



{"formula": "C18H39AlCl15", "method": "ωB97M-V/def2-TZVPD", "symbols": ["C", "C", "C", "C", "Al", "Cl", "H", "H", "H", "H", "H", "H", "H", "H", "H", "H", "H", "Cl", "C", "C", "Cl", "H", "H", "H", "H", "Cl", "C", "C", "Cl", "H", "H", "H", "H", "Cl", "C", "C", "Cl", "H", "H", "H", "H", "Cl", "C", "C", "Cl", "H", "H", "H", "H", "Cl", "C", "C", "Cl", "H", "H", "H", "H", "Cl", "C", "C", "Cl", "H", "H", "H", "H", "Cl", "C", "C", "Cl", "H", "H", "H", "H"], "xyz": [[1.067, 1.607, 4.644], [-0.341, 1.320, 4.134], [-1.468, 1.646, 5.152], [-2.212, 2.929, 4.693], [-2.834, 0.132, 4.988], [-3.931, -0.264, 6.915], [1.199, 2.652, 4.927], [1.321, 0.980, 5.500], [1.790, 1.353, 3.865], [-0.391, 0.257, 3.890], [-0.522, 1.872, 3.215], [-1.070, 1.763, 6.161], [-2.361, 2.863, 3.617], [-3.218, 2.932, 5.117], [-1.696, 3.851, 4.974], [-3.910, 0.591, 3.872], [-2.118, -1.202, 4.443], [0.428, -0.696, 1.083], [-0.446, 0.192, -0.189], [0.340, 1.376, -0.686], [0.467, 2.660, 0.545], [-1.414, 0.489, 0.210], [-0.601, -0.508, -1.007], [-0.155, 1.814, -1.551], [1.347, 1.083, -0.974], [5.024, 5.419, -0.746], [3.571, 6.226, -0.099], [2.302, 5.603, -0.619], [2.075, 5.908, -2.363], [3.634, 7.282, -0.353], [3.608, 6.127, 0.985], [1.444, 6.035, -0.106], [2.292, 4.528, -0.461], [-0.732, -2.740, -2.312], [0.790, -3.472, -2.885], [1.987, -2.798, -2.264], [2.201, -1.122, -2.840], [0.803, -3.423, -3.973], [0.767, -4.521, -2.595], [2.892, -3.344, -2.528], [1.904, -2.765, -1.180], [3.790, 0.162, 3.098], [5.247, 0.579, 2.164], [5.133, 1.942, 1.531], [3.908, 1.977, 0.242], [5.403, -0.195, 1.415], [6.088, 0.567, 2.856], [6.082, 2.221, 1.076], [4.867, 2.697, 2.266], [2.147, -3.259, -5.914], [1.228, -2.449, -7.210], [1.942, -1.235, -7.746], [2.012, 0.088, -6.559], [0.249, -2.192, -6.811], [1.097, -3.179, -8.007], [1.407, -0.856, -8.615], [2.960, -1.475, -8.042], [0.970, -7.357, -3.291], [-0.748, -7.784, -3.513], [-1.364, -7.065, -4.685], [-1.528, -5.316, -4.391], [-1.272, -7.558, -2.588], [-0.786, -8.859, -3.682], [-2.367, -7.452, -4.863], [-0.775, -7.203, -5.588], [-6.387, -0.504, 2.045], [-7.336, 0.377, 3.262], [-7.758, 1.743, 2.781], [-6.384, 2.861, 2.604], [-6.732, 0.438, 4.166], [-8.221, -0.221, 3.473], [-8.437, 2.189, 3.507], [-8.265, 1.683, 1.821]], "gap_ev": 5.815, "total_energy_ev": -213736.635, "multiplicity": 1, "charge": -1, "molar_mass_g_mol": 814.3}



{"formula": "C10H15N3O", "method": "ωB97M-V/def2-TZVPD", "symbols": ["C", "C", "C", "C", "C", "C", "C", "C", "C", "C", "N", "N", "N", "O", "H", "H", "H", "H", "H", "H", "H", "H", "H", "H", "H", "H", "H", "H", "H"], "xyz": [[-4.060, -0.935, -0.789], [-2.187, 1.658, 0.161], [-1.801, -1.294, -0.098], [-2.961, -0.655, 0.039], [5.149, 0.559, -0.769], [-0.608, -1.100, 0.677], [0.540, -0.682, -0.227], [1.834, -0.309, 0.595], [2.864, 0.012, -0.477], [-3.138, 0.997, 0.967], [-5.026, -1.270, -1.303], [-1.381, 2.098, -0.541], [-4.486, 1.442, 0.902], [4.235, -0.158, -0.028], [-1.910, -2.214, -0.635], [4.817, 1.647, -0.788], [5.147, 0.087, -1.809], [6.076, 0.459, -0.284], [-0.319, -2.119, 1.041], [-0.596, -0.443, 1.575], [0.147, 0.337, -0.585], [0.823, -1.363, -0.962], [1.494, 0.544, 1.224], [2.301, -0.967, 1.240], [2.860, 1.033, -0.927], [2.768, -0.597, -1.322], [-2.765, 0.913, 1.989], [-4.690, 1.559, -0.104], [-5.126, 0.759, 1.235]], "de_lowest_kcal_mol": 78.3, "gap_ev": 9.850, "total_energy_ev": -17126.952, "multiplicity": 1, "molar_mass_g_mol": 193.3}



{"formula": "C39H45ClF3N5O12S", "method": "ωB97M-V/def2-TZVPD", "symbols": ["N", "C", "C", "C", "C", "C", "C", "C", "C", "F", "F", "F", "C", "O", "O", "C", "C", "C", "C", "C", "C", "S", "O", "O", "Cl", "H", "H", "H", "H", "H", "H", "H", "H", "H", "H", "H", "H", "H", "H", "H", "H", "H", "H", "H", "H", "H", "H", "H", "H", "H", "C", "C", "C", "C", "C", "C", "N", "O", "O", "H", "H", "H", "H", "H", "C", "C", "C", "C", "C", "C", "N", "O", "O", "H", "H", "H", "H", "H", "C", "C", "C", "C", "C", "C", "N", "O", "O", "H", "H", "H", "H", "H", "C", "C", "C", "C", "C", "C", "N", "O", "O", "H", "H", "H", "H", "H"], "xyz": [[0.652, -2.750, 1.821], [0.137, -4.017, 1.274], [0.923, -4.548, 0.073], [0.435, -4.104, -1.313], [0.067, -2.623, -1.489], [1.207, -1.591, -1.654], [0.948, -0.332, -0.803], [-0.440, 0.296, -0.963], [-1.202, 0.479, 0.330], [-2.116, 1.468, 0.157], [-0.435, 0.849, 1.366], [-1.895, -0.611, 0.699], [2.588, -2.130, -1.276], [3.208, -1.995, -0.260], [3.084, -2.799, -2.352], [2.290, -2.483, -3.504], [1.595, -1.188, -3.093], [0.573, -0.547, -4.012], [1.170, -0.251, -5.412], [1.078, 1.227, -5.799], [2.222, 2.058, -5.192], [3.576, 2.238, -6.341], [4.540, 1.206, -6.097], [3.081, 2.435, -7.669], [4.407, 3.996, -5.725], [1.604, -2.562, 1.537], [0.054, -1.965, 1.623], [-0.906, -3.842, 0.990], [0.140, -4.768, 2.064], [1.981, -4.305, 0.212], [0.879, -5.640, 0.096], [-0.477, -4.675, -1.517], [1.152, -4.431, -2.066], [-0.531, -2.566, -2.406], [-0.609, -2.324, -0.689], [1.688, 0.413, -1.097], [1.165, -0.592, 0.233], [-0.369, 1.298, -1.386], [-1.103, -0.275, -1.613], [2.871, -2.458, -4.423], [1.547, -3.272, -3.670], [2.440, -0.496, -2.959], [-0.338, -1.138, -4.098], [0.329, 0.429, -3.586], [0.703, -0.873, -6.175], [2.231, -0.514, -5.411], [1.143, 1.301, -6.886], [0.131, 1.690, -5.523], [1.910, 3.064, -4.916], [2.664, 1.575, -4.320], [-1.560, 2.890, 3.432], [-1.737, 4.225, 3.090], [-1.399, 5.224, 3.989], [-0.884, 4.863, 5.220], [-0.704, 3.541, 5.583], [-1.047, 2.550, 4.677], [-0.505, 5.922, 6.172], [-0.692, 7.073, 5.837], [-0.028, 5.578, 7.234], [-1.822, 2.118, 2.729], [-2.135, 4.488, 2.119], [-1.532, 6.265, 3.735], [-0.303, 3.289, 6.553], [-0.911, 1.510, 4.942], [-3.477, -6.896, 7.421], [-2.121, -6.597, 7.381], [-1.502, -6.337, 6.169], [-2.261, -6.380, 5.014], [-3.610, -6.679, 5.030], [-4.219, -6.940, 6.247], [-1.612, -6.086, 3.726], [-0.421, -5.847, 3.737], [-2.304, -6.099, 2.728], [-3.957, -7.094, 8.370], [-1.545, -6.564, 8.295], [-0.449, -6.104, 6.125], [-4.176, -6.708, 4.112], [-5.273, -7.175, 6.280], [-5.647, 4.506, -2.542], [-4.969, 3.458, -1.933], [-3.996, 2.765, -2.634], [-3.712, 3.144, -3.932], [-4.377, 4.181, -4.559], [-5.354, 4.864, -3.852], [-2.652, 2.424, -4.660], [-2.089, 1.511, -4.084], [-2.391, 2.789, -5.786], [-6.405, 5.049, -1.993], [-5.195, 3.180, -0.913], [-3.462, 1.948, -2.173], [-4.137, 4.454, -5.576], [-5.884, 5.679, -4.324], [4.336, 1.899, 2.966], [3.793, 1.081, 1.983], [3.784, 1.506, 0.666], [4.315, 2.741, 0.354], [4.856, 3.574, 1.315], [4.863, 3.142, 2.632], [4.300, 3.172, -1.055], [3.780, 2.427, -1.868], [4.793, 4.244, -1.325], [4.350, 1.567, 3.995], [3.382, 0.114, 2.238], [3.369, 0.885, -0.110], [5.262, 4.537, 1.045], [5.282, 3.777, 3.400]], "gap_ev": 7.679, "smiles": "NCCCC[C@@]1(CCC(F)(F)F)C(=O)OC[C@H]1CCCCS(=O)(=O)Cl.O=[N+]([O-])c1ccccc1.O=[N+]([O-])c1ccccc1.O=[N+]([O-])c1ccccc1.O=[N+]([O-])c1ccccc1", "total_energy_ev": -104693.595, "multiplicity": 1, "molar_mass_g_mol": 900.3}